No. 1
ORCA calculation (ωB97M-V/def2-TZVPD) on a cluster of 13 separate species, C67H167N13O13 in total at a distorted geometry.

```
! wB97M-V def2-TZVPD RIJCOSX def2/J DEFGRID3
* xyz 0 1
C 2.01 -0.54 3.23
H 4.28 2.38 2.50
O -3.38 -7.85 -3.01
H 2.83 -0.86 2.56
H 4.36 4.85 3.44
C -1.99 1.00 3.35
C 0.54 -5.47 0.87
H -0.25 2.92 -5.08
H 3.91 -6.62 2.31
C -0.46 -1.44 -2.30
H -2.69 5.80 5.76
C 4.72 -3.91 0.96
H 5.49 6.05 1.24
H 1.56 -7.28 0.20
C -2.89 -6.47 -5.34
C 1.74 4.36 3.64
C -4.00 -6.06 -4.41
H -5.20 6.96 -4.28
H 6.22 -0.70 5.65
H 1.16 -1.19 3.07
O -1.65 -1.45 -3.01
C -5.16 0.16 -3.70
H 6.82 3.20 1.39
C 2.53 5.67 3.97
H -5.69 2.42 -6.70
C 1.70 -6.44 0.83
H -7.50 1.34 -5.33
C 0.88 4.53 -3.49
H -2.98 4.67 0.84
H -2.46 -7.89 -2.69
C 2.60 -1.39 -5.35
H -1.26 -2.84 -4.46
H 5.95 0.22 7.24
C 6.68 2.07 1.25
C 0.12 -5.09 -0.56
C 4.77 5.32 0.85
H -3.25 -0.40 0.31
H 1.49 0.98 5.26
H -1.95 -5.94 -4.90
C 1.32 5.93 -3.26
H -4.55 -0.75 -3.86
H 3.20 -7.97 3.15
H -2.40 -6.21 -0.70
C -2.66 2.40 5.13
C -6.51 -0.89 0.61
H -5.56 4.98 -1.32
H -4.36 -0.54 -0.82
H 1.81 6.49 3.83
H -6.17 -6.47 -0.83
C 2.87 6.09 -3.13
H -5.49 4.00 -4.08
H 0.60 6.54 2.38
H -1.39 2.48 -3.82
H -3.68 4.94 4.57
H -4.46 6.29 -0.64
H 3.62 -4.28 2.78
H -4.40 0.78 -3.21
H -5.66 -7.69 -2.07
O 2.30 4.42 0.02
H -4.37 2.80 -4.66
H -1.94 0.84 -1.71
C 2.45 0.29 6.97
H -7.97 3.42 -6.63
C -5.47 6.77 -3.21
C -1.05 3.27 -4.47
H -6.93 4.61 -6.55
H 2.40 6.72 0.20
H -0.31 -6.00 1.22
O 3.99 -0.14 -0.16
H 4.56 -2.72 2.72
O 1.81 -6.99 2.18
H -5.98 -4.18 -3.10
C -5.05 -0.75 1.06
H 1.23 -5.73 -6.68
C 5.54 1.89 5.41
H -3.69 -5.95 0.25
C -0.86 -0.93 -0.95
N 3.38 -2.42 -3.22
O -5.66 0.67 -4.96
C -4.46 -2.12 1.39
H -7.07 -1.51 1.27
C -6.61 1.73 -4.96
C -5.31 -6.71 -4.76
C -5.68 -6.62 -1.78
H 6.39 -2.36 1.07
H 2.77 -0.64 7.38
C -4.61 5.48 -1.42
H 6.85 1.67 2.24
H 4.94 -4.91 4.89
H 1.50 -2.16 -3.85
H 2.33 3.53 3.93
H -6.46 6.33 -3.04
H 1.70 0.47 2.96
H -6.89 0.13 0.52
C 1.31 4.41 2.15
H -2.30 -1.43 -4.96
H 5.95 -0.30 0.43
H 4.92 -1.21 6.88
N 0.59 6.41 -2.06
H 4.57 5.55 -0.19
H -5.07 -2.68 2.10
C 0.56 -5.05 -6.17
H -0.28 -4.79 -6.80
C 5.29 1.78 0.72
C 3.48 5.64 1.62
H -2.16 4.90 -2.61
C -2.39 3.68 5.88
C 3.60 1.28 6.72
H -2.04 0.24 4.10
H -1.89 5.15 4.27
H 3.50 -1.60 -5.97
H -3.84 3.54 -1.91
O 5.75 -4.45 3.04
N 0.67 -4.37 1.76
H 2.42 1.25 -0.69
H -4.39 -2.66 0.44
C 2.32 -3.78 -4.95
H -1.41 4.42 -1.28
H 2.66 -5.93 0.64
H 3.03 -3.09 -2.52
H 3.16 -4.13 -5.49
H 0.14 3.23 0.75
C -1.11 0.61 -1.06
H -2.94 1.03 2.77
H -0.14 -1.53 0.92
N 0.21 -1.23 0.01
H -5.49 -7.74 -4.55
H 3.63 0.98 -1.87
H -1.34 1.14 -0.13
H 3.17 5.64 -2.16
H 5.70 0.59 -1.11
H 3.79 7.56 0.90
C -4.23 -4.48 -4.38
C -1.45 -1.74 -4.35
H -2.87 -3.98 2.31
H 2.54 -0.36 -1.47
H -6.88 2.09 -3.95
H 3.50 -2.37 0.87
H 1.45 -3.83 1.33
C 5.50 -0.39 6.41
H -0.42 3.36 5.72
H -2.22 -3.35 0.78
H -6.39 -6.01 -2.35
H -0.15 1.01 -1.48
H 0.10 -5.50 -5.32
C 2.94 6.95 1.16
H -1.80 -1.43 -0.72
H 3.34 1.48 1.47
C 2.74 -0.63 4.64
H -3.25 2.91 0.52
H -0.38 6.21 -2.19
C -4.26 -6.08 -1.87
C 3.04 -2.13 5.07
O -4.43 5.92 -2.71
H -4.51 4.31 -5.58
O 4.98 -0.48 3.71
H 0.00 2.70 2.35
N -7.28 3.79 -6.00
H -2.73 -7.55 -5.37
C 4.63 0.68 5.70
H 6.43 1.78 4.85
H -0.74 -4.41 -0.62
C 2.39 -2.44 -4.29
H 4.95 0.09 2.93
H -6.08 -6.20 -4.20
H -3.50 -7.62 -0.42
H -0.03 -2.45 -2.33
H -5.42 7.74 -2.70
H 0.12 5.69 0.87
H 3.12 7.13 -3.18
H 0.98 -0.57 5.72
H -0.60 -1.15 -4.73
H 3.36 5.53 -3.96
O -3.10 -1.92 1.96
H 5.15 4.35 1.08
H 0.73 7.34 -1.75
H 6.67 -4.88 4.80
H -5.94 -0.03 -2.90
N -1.01 3.71 6.48
N -3.58 -6.43 -3.09
H 5.05 2.64 0.10
H 1.78 5.19 -0.24
H -3.67 2.42 4.79
H 1.64 0.67 7.66
H 0.95 -4.51 -1.05
C -4.91 -3.96 -3.11
C 3.16 -7.42 2.21
C -5.04 3.55 -4.98
H 2.70 5.64 5.08
C 3.11 0.48 -1.09
H 7.47 1.75 0.54
H -5.11 -0.12 1.93
H 5.86 -3.29 4.81
H -4.66 3.96 0.72
H 3.96 -2.43 4.62
C 4.57 -3.80 2.48
C -6.11 2.86 -5.83
H -3.15 3.73 6.66
H -4.74 -4.28 -0.92
H -2.53 1.55 5.81
H -0.78 4.60 6.71
H 6.79 -4.09 0.59
C 0.34 5.60 1.94
H 2.18 -2.73 4.88
H 6.12 -3.02 -0.52
C -2.67 4.95 5.00
H -1.44 -3.11 2.35
N -2.25 4.84 -1.62
H 2.74 -0.42 -4.81
N 2.59 4.52 1.42
O 1.19 -3.78 -5.88
H 4.36 6.65 3.36
H 0.02 -5.99 -1.19
N -4.18 -0.10 0.08
C 5.77 -4.31 4.48
H 4.64 -4.94 0.61
H -3.23 -4.13 -1.81
H -1.22 0.94 2.62
H 0.30 -0.76 -2.75
H 3.34 -8.06 1.33
N 4.30 1.60 1.83
H 3.24 2.21 6.30
H -3.25 -4.04 -4.37
H 4.19 1.54 7.62
H 1.35 4.08 -4.43
H 1.14 3.87 -2.68
C 5.29 0.44 -0.07
H -4.76 -4.16 -5.27
C 6.05 -3.30 0.55
H 0.75 4.25 4.19
H 1.44 2.36 1.30
C -3.40 -6.56 -0.65
H -3.10 -6.06 -6.36
H 5.84 2.28 6.40
H 4.97 2.74 4.97
H -5.59 -6.58 -5.79
N 3.96 0.19 4.51
H 1.03 6.51 -4.17
H 0.78 -2.02 -0.25
C 0.71 3.10 1.65
H 4.38 -2.78 -3.50
H 2.37 7.53 1.88
H -1.85 3.71 -5.09
H -0.58 5.27 2.40
H 2.04 -4.54 -4.20
C 1.84 0.02 5.65
H 0.96 -4.65 2.70
H 1.67 -1.40 -5.99
C -4.25 -4.50 -1.85
O -0.53 4.46 -3.71
H -4.84 -2.90 -3.22
H 3.68 -3.08 -0.54
C 3.76 5.70 3.16
N 3.55 -3.25 0.41
H 3.34 -2.17 6.12
C -2.44 -3.13 1.82
H -6.59 -1.38 -0.34
C -3.65 3.95 0.31
O -1.74 2.25 4.07
C -3.55 4.36 -1.19
*
```

As for the calculated total energy: -118164.7813 eV. The value obtained for the energy above the lowest of the compared OMol25 structures with the same formula, charge and spin is 174.3 kJ/mol. For the orbital gap, the calculation gives 8.58 eV. Its strongest force on any atom is 0.098 Eh/bohr.

=====

No. 2
ORCA calculation (ωB97M-V/def2-TZVPD) on a structure of composition C67H52F4GeOP3PdS.

```
! wB97M-V def2-TZVPD RIJCOSX def2/J DEFGRID3
* xyz 1 1
C 3.87 2.35 -2.31
C -1.31 3.75 0.25
C 4.06 -1.66 4.31
C 0.06 -3.30 3.10
C 1.78 3.78 -0.78
C -2.76 2.39 -4.13
C 0.82 -3.93 -1.86
C -0.59 -2.31 2.36
C -0.87 0.30 3.49
C -4.84 2.51 -2.93
C -4.59 2.55 2.83
C 3.02 -1.14 5.06
H 5.02 2.05 4.33
C -4.15 2.53 -4.13
H -1.87 -1.45 4.23
C -0.23 5.39 1.62
H 0.05 -5.33 3.76
H -2.22 2.40 -5.06
H 5.38 0.29 -4.54
H 4.50 -6.55 1.13
H 3.78 -2.12 -0.94
C -2.09 2.24 -2.93
C 0.58 -3.70 -4.22
F 0.77 4.08 3.90
H 2.65 2.67 4.41
C -3.58 2.77 1.90
H 5.44 2.63 -3.73
P 1.87 2.00 -0.38
C 4.74 1.93 -3.31
C 3.79 -0.27 -3.21
Pd -0.11 0.46 -0.12
H 1.21 -2.10 -2.92
H 3.14 6.78 -0.01
C 2.55 6.05 -0.55
H -1.01 2.09 -2.94
H -4.68 2.64 -5.06
C 0.91 -3.14 -3.00
C 3.06 -5.10 0.52
H 6.08 -3.00 -0.67
H 2.21 -0.56 -1.78
H -4.94 3.37 3.44
H 4.97 -1.99 4.79
C -0.70 1.68 3.64
H -5.10 -0.74 2.28
H -2.72 2.16 6.33
C -3.67 0.46 1.25
C 5.43 -4.83 0.24
H 3.12 -1.05 6.13
C 3.93 -1.76 2.93
H -3.34 -0.36 0.64
P -1.84 2.06 -0.18
C -1.66 -4.89 2.54
H -2.07 -5.88 2.60
C -2.40 0.28 5.37
C -1.73 -0.39 4.35
P 0.08 -0.60 2.21
C 2.92 0.15 -2.21
C 1.07 4.16 -1.92
C 2.76 -1.34 2.31
C -1.38 -0.72 -1.24
H 0.64 -3.10 -5.12
C 0.16 -5.02 -4.30
C 2.52 4.74 -0.10
C -0.80 6.41 0.87
O 1.36 -1.77 -0.45
C 2.90 1.98 1.11
C 4.35 -5.59 0.67
C -1.63 6.11 -0.18
H 0.41 5.65 2.45
C 1.70 -0.85 3.06
H 6.06 1.39 2.18
C 4.70 0.62 -3.76
C -1.88 4.78 -0.49
C 4.43 2.03 3.42
H 0.99 -3.08 3.61
C 2.95 1.46 -1.75
H 3.91 3.38 -1.98
H -3.05 -0.27 6.02
H -2.54 4.56 -1.32
Ge 0.45 2.88 2.63
H -1.23 3.39 4.83
H 1.04 -0.36 5.05
C 1.84 -0.74 4.44
C 3.95 -3.09 -0.50
F -2.70 -0.48 -1.33
C -2.78 2.23 -1.73
S 1.21 -3.25 -0.26
C -1.79 -2.63 1.73
C -2.32 -3.90 1.82
H 2.21 -5.67 0.88
C -4.16 2.36 -1.73
H 4.71 1.37 0.12
C 2.87 -3.86 -0.08
C -0.46 4.05 1.33
C -5.14 1.29 2.96
H 0.54 5.75 -3.25
H 6.43 -5.21 0.36
C 1.10 5.47 -2.37
C 0.06 -5.79 -3.15
H 0.27 -5.82 -1.01
H 4.74 -2.16 2.33
C -2.21 1.64 5.54
C 3.08 2.37 3.47
H 3.09 4.46 0.78
F -0.86 -0.52 -2.47
H -4.72 2.35 -0.80
H 0.51 3.42 -2.49
H 2.66 -1.43 1.23
C 5.01 1.67 2.22
H -5.92 2.61 -2.92
F -1.27 -2.03 -0.98
H -0.09 -5.46 -5.26
H -3.26 -4.13 1.32
H -3.16 3.76 1.81
C 4.25 1.65 1.06
C -3.11 1.73 1.10
H -2.08 6.90 -0.77
C -0.47 -4.58 3.18
C 2.30 2.34 2.32
H -2.33 -1.87 1.19
H -0.59 7.45 1.12
H 3.75 -1.30 -3.56
H 1.87 7.44 -2.03
C -1.37 2.33 4.68
H -0.28 -6.82 -3.20
C 1.84 6.42 -1.68
C 0.37 -5.24 -1.91
H -5.93 1.11 3.69
C 5.23 -3.59 -0.34
C -4.68 0.24 2.17
*
```

As for the calculated total energy: -181935.7312 eV. The value obtained for the energy above the lowest of the compared OMol25 structures with the same formula, charge and spin is 56.0 kJ/mol. For the orbital gap, the calculation gives 6.81 eV. Its strongest force on any atom is 0.017 Eh/bohr.